DFT (the ωB97M-V functional and the def2-TZVPD basis) results for a 2-piece molecular cluster, C2H3NO2 overall.

Summary:
HOMO: -10.216 eV
HOMO-LUMO gap: 0.412 Ha
energy relative to the best compared isomer or geometry (same formula, charge and spin): 24.3 kcal per mole
lowest unoccupied orbital energy: 0.0366 Eh
E: -283.21932 hartree

Geometry as XYZ:
```
8
C2H3NO2, DFT the ωB97M-V functional and the def2-TZVPD basis
O -0.8588 -1.2854 -0.1159
N 0.1258 0.6280 0.5380
C -0.7524 -0.2670 0.7289
O 1.8573 0.8830 -1.6603
C 1.1266 0.0351 -1.4682
H -0.1670 -1.0651 -0.7925
H 0.1420 1.3657 1.2235
H -1.4735 -0.2943 1.5465
```